(1)
Here is 9 unconnected molecules or ions with the total composition C36H72O27 in a non-equilibrium geometry from OMol25. Energies are from ωB97M-V/def2-TZVPD.

Properties
E_HOMO   -0.385 Ha
Orbital gap   11.02 eV

```
! RIJCOSX wB97M-V def2-TZVPD def2/J DEFGRID3
* xyz 0 1
C 5.21701 -1.54216 -4.52040
C 3.92896 -1.05341 -3.87622
O 4.25448 -0.66858 -2.52957
C 3.30154 -0.09954 -1.81615
O 2.19982 0.19604 -2.22025
O 3.72329 0.04713 -0.57173
C 3.10730 0.99981 0.27351
H 5.39744 -2.56109 -4.17876
H 6.04509 -0.86910 -4.32872
H 5.02693 -1.63376 -5.59209
H 3.10665 -1.77032 -3.86880
H 3.51919 -0.17275 -4.37795
H 2.04627 0.83766 0.46510
H 3.23812 2.00967 -0.11672
H 3.60104 0.95862 1.24051
C 1.69727 -0.11454 7.22041
C 0.84857 0.94112 6.52508
O 1.25255 2.23551 6.97120
C 0.51769 3.28639 6.61724
O -0.35757 3.36890 5.79721
O 1.06303 4.32586 7.27095
C 0.64470 5.62618 6.85798
H 1.59149 -1.05532 6.68498
H 1.31143 -0.26981 8.22941
H 2.73131 0.21482 7.29950
H -0.21094 0.76688 6.72129
H 0.99284 0.85907 5.44544
H -0.42818 5.69628 7.05918
H 0.83760 5.84377 5.81092
H 1.11617 6.33379 7.53370
C 0.53674 5.45278 -0.13451
C 0.96847 4.07583 -0.62447
O 1.56802 4.18693 -1.93210
C 2.87413 4.19113 -2.04165
O 3.65161 4.24186 -1.12143
O 3.19285 4.15327 -3.32756
C 4.54110 3.96209 -3.67440
H 0.17873 6.06170 -0.96664
H 1.34389 5.97021 0.37741
H -0.34932 5.36884 0.49715
H 0.10676 3.43590 -0.78390
H 1.70595 3.62088 0.02872
H 4.60483 3.36009 -4.58608
H 5.04786 3.33926 -2.93633
H 5.07545 4.87702 -3.92449
C 3.17576 -0.78816 4.03871
C 3.96776 -1.34695 2.88802
O 3.12109 -1.99235 1.95125
C 3.67465 -2.97033 1.19739
O 4.80592 -3.31314 1.20821
O 2.79169 -3.45453 0.32610
C 1.48408 -2.92204 0.18146
H 2.48949 -1.54616 4.43124
H 2.55469 0.08225 3.80868
H 3.76189 -0.55386 4.92829
H 4.61881 -2.03565 3.43538
H 4.59302 -0.62053 2.37347
H 1.33887 -2.83905 -0.89627
H 1.35936 -1.93144 0.61353
H 0.75491 -3.59280 0.63622
C -1.87280 0.85684 -5.39707
C -2.60041 1.82432 -4.48054
O -3.11257 1.10500 -3.35025
C -3.82527 1.77751 -2.44902
O -4.18175 2.92164 -2.47385
O -4.10296 0.89776 -1.48189
C -4.90228 1.29350 -0.37966
H -1.06645 0.31004 -4.90507
H -1.48123 1.48479 -6.19907
H -2.45836 0.06095 -5.85751
H -3.42421 2.25013 -5.05858
H -1.97636 2.62760 -4.08829
H -4.66940 0.63512 0.45495
H -5.95157 1.14021 -0.62896
H -4.69114 2.31116 -0.05855
C 4.68734 -2.18048 -7.15640
C 4.05745 -3.18150 -6.20127
O 2.86420 -2.72102 -5.57506
C 2.26308 -3.58774 -4.76954
O 2.68810 -4.65926 -4.45413
O 1.12157 -3.03768 -4.37781
C 0.29867 -3.77373 -3.49787
H 4.61219 -1.14102 -6.83301
H 4.21890 -2.22645 -8.13769
H 5.74559 -2.42580 -7.22407
H 4.76125 -3.54545 -5.45063
H 3.80313 -4.07621 -6.77695
H 0.28935 -4.83777 -3.75119
H -0.71552 -3.39817 -3.56273
H 0.66964 -3.75203 -2.47166
C -5.94670 1.75938 4.35622
C -5.72201 2.26164 5.75878
O -4.59578 1.58918 6.32583
C -4.08307 2.01965 7.48146
O -4.55806 2.89280 8.15547
O -2.99462 1.29864 7.70483
C -2.25175 1.65038 8.86656
H -5.30586 2.17754 3.57969
H -7.00066 1.89319 4.10415
H -5.82493 0.67900 4.23383
H -6.64967 2.08934 6.30779
H -5.51279 3.32987 5.82480
H -1.69574 2.56891 8.66573
H -1.50442 0.90627 9.13201
H -2.87014 1.81263 9.74731
C -4.25569 -8.16424 -3.84712
C -4.14481 -6.88026 -3.03099
O -4.31168 -5.77327 -3.92063
C -3.78141 -4.59549 -3.60944
O -3.14566 -4.34630 -2.61762
O -4.08625 -3.73594 -4.56679
C -3.55461 -2.43081 -4.46904
H -3.37941 -8.79531 -3.73052
H -4.37532 -7.93058 -4.90439
H -5.17318 -8.68326 -3.56875
H -3.13479 -6.79766 -2.62329
H -4.85815 -6.83277 -2.21013
H -3.94168 -1.91872 -3.58948
H -3.75133 -1.89780 -5.39331
H -2.46601 -2.43277 -4.37918
C -0.99727 -0.91309 -1.61009
C -0.48902 0.02862 -0.53625
O -1.47648 0.23443 0.49443
C -1.09482 1.06974 1.44783
O -0.01034 1.59779 1.52244
O -2.15722 1.38759 2.17721
C -1.90004 2.22191 3.31934
H -0.50426 -0.74755 -2.56671
H -2.07474 -0.81404 -1.74405
H -0.81721 -1.95895 -1.34909
H -0.38945 1.01600 -0.98931
H 0.48170 -0.31504 -0.19525
H -2.79140 2.22910 3.94365
H -1.68701 3.19970 2.89357
H -1.12457 1.88820 4.00423
*
```



(2)
Here is a molecular structure, C36H73ClNO20S10 in a non-equilibrium geometry from OMol25. Energies are from ωB97M-V/def2-TZVPD.

Properties
E_HOMO   -0.205 Ha
Orbital gap   7.02 eV

```
! RIJCOSX wB97M-V def2-TZVPD def2/J DEFGRID3
* xyz -1 1
C -1.25788 0.37970 -3.67124
C -2.63939 0.88493 -3.14581
Cl -2.36811 2.51560 -2.33676
C -3.66216 1.15662 -4.28884
S -4.27713 -0.41209 -5.03969
O -3.83010 -0.36063 -6.47235
O -3.69393 -1.60095 -4.34659
N -5.96887 -0.42542 -5.08846
S -6.59786 -0.35011 -3.52543
C -7.53833 1.22474 -3.45083
O -7.64550 -1.41110 -3.34877
O -5.59640 -0.46382 -2.42477
H -0.74141 1.26458 -4.09534
H -0.70803 -0.07023 -2.80503
H -1.36572 -0.39024 -4.46452
H -3.11116 0.17947 -2.43604
H -4.53161 1.69480 -3.85854
H -3.18627 1.79336 -5.06354
H -8.29955 1.19862 -2.64620
H -8.10243 1.26766 -4.40968
H -6.89441 2.12049 -3.37763
C -3.32862 7.89547 -4.85369
C -2.00290 7.81639 -4.08850
C -1.80213 6.36048 -3.66684
S -2.66028 5.36653 -4.87791
O -3.76116 4.70074 -4.22426
O -1.69470 4.64903 -5.68002
C -3.31204 6.72586 -5.83561
H -3.44390 8.84971 -5.36960
H -4.16368 7.78507 -4.15555
H -1.18665 8.12427 -4.74425
H -1.99606 8.47908 -3.22321
H -0.74883 6.08364 -3.65683
H -2.24639 6.16122 -2.69512
H -4.29764 6.46994 -6.22043
H -2.62284 6.91126 -6.66056
C 0.42571 -3.64837 -1.57091
C 1.77371 -3.76944 -2.28632
C 2.52902 -2.45375 -2.06956
S 1.93731 -1.78928 -0.51405
O 1.23202 -0.55839 -0.77614
O 2.99131 -1.87204 0.47389
C 0.73804 -3.07280 -0.19557
H -0.08039 -4.61009 -1.49499
H -0.22601 -2.96557 -2.12335
H 2.34260 -4.59646 -1.85231
H 1.64876 -3.98037 -3.34866
H 3.60447 -2.60970 -2.00631
H 2.30399 -1.72869 -2.85133
H -0.13327 -2.64988 0.30122
H 1.21117 -3.81883 0.44427
C -2.53883 8.76374 2.04211
C -1.08740 8.28625 2.14912
C -0.70187 7.68433 0.79461
S -1.70900 8.52031 -0.42868
O -2.61047 7.55905 -1.01575
O -0.86992 9.37826 -1.23531
C -2.62902 9.52608 0.72455
H -2.82232 9.39149 2.88718
H -3.21003 7.90128 2.02170
H -0.43934 9.13866 2.37176
H -0.95943 7.55976 2.95164
H 0.34925 7.84629 0.56398
H -0.93282 6.61963 0.74909
H -3.64984 9.65460 0.36953
H -2.12988 10.49356 0.79327
C 2.55868 -6.47545 3.18498
C 1.39777 -6.96898 4.05524
C 0.17652 -7.13272 3.14346
S 0.81891 -7.49061 1.51098
O 0.48398 -6.39352 0.63294
O 0.51813 -8.86350 1.16959
C 2.54531 -7.35982 1.94366
H 3.50053 -6.53639 3.70279
H 2.39425 -5.43300 2.90392
H 1.65876 -7.93289 4.49759
H 1.18681 -6.28113 4.87394
H -0.46303 -7.95327 3.46258
H -0.40503 -6.21326 3.08264
H 3.10368 -6.93940 1.10907
H 2.90757 -8.36374 2.17060
C -0.30950 -11.80354 5.16657
C -0.65164 -11.75771 6.65942
C 0.61214 -11.31996 7.40703
S 1.55099 -10.31719 6.25622
O 2.78456 -11.00162 5.94917
O 1.52689 -8.94116 6.69418
C 0.43713 -10.50815 4.87266
H -1.20238 -11.89864 4.54892
H 0.33612 -12.66161 4.96148
H -1.44954 -11.02968 6.82740
H -1.00800 -12.72233 7.02186
H 0.37616 -10.72718 8.28864
H 1.22800 -12.17377 7.68750
H 1.00321 -10.53814 3.94270
H -0.24109 -9.65461 4.87254
C -2.86242 0.59058 0.97773
C -2.30193 -0.04080 2.25510
C -1.67555 1.08450 3.08576
S -2.56622 2.57971 2.65508
O -1.65440 3.48445 1.99250
O -3.36947 3.00013 3.78241
C -3.62421 1.83121 1.42725
H -3.50805 -0.09928 0.43382
H -2.04066 0.87724 0.31567
H -3.11553 -0.50569 2.81894
H -1.57104 -0.81941 2.03382
H -1.77574 0.90340 4.15449
H -0.62659 1.23438 2.83149
H -3.81122 2.53766 0.61994
H -4.56130 1.56215 1.91642
C 3.18648 8.71096 -4.34433
C 3.53374 7.24920 -4.64529
C 2.46333 6.71078 -5.60000
S 1.86467 8.12224 -6.52656
O 0.48211 8.34628 -6.17815
O 2.30061 8.01548 -7.89886
C 2.86227 9.34602 -5.69186
H 4.00666 9.22821 -3.84560
H 2.31131 8.75540 -3.69005
H 4.51474 7.19950 -5.12565
H 3.58485 6.65071 -3.73542
H 2.86884 5.97533 -6.29149
H 1.62006 6.28350 -5.05787
H 2.30793 10.27875 -5.60700
H 3.76524 9.49801 -6.28442
C 7.79087 -3.11379 4.87163
C 8.21641 -4.58294 4.78328
C 6.99910 -5.43604 5.15431
S 5.55721 -4.46969 4.70831
O 4.83891 -4.13064 5.91298
O 4.90079 -5.08319 3.57568
C 6.44960 -3.02660 4.15273
H 8.52937 -2.45035 4.42139
H 7.67257 -2.82601 5.91979
H 8.52773 -4.81056 3.76046
H 9.06148 -4.79893 5.43765
H 6.98229 -6.37743 4.60843
H 6.95511 -5.62814 6.22574
H 5.88609 -2.12836 4.39676
H 6.57458 -3.10923 3.07248
*
```



(3)
Here is 9 unconnected molecules or ions with the total composition C36H73N4O27PS in a non-equilibrium geometry from OMol25. Energies are from ωB97M-V/def2-TZVPD.

Properties
E_HOMO   -0.314 Ha
Orbital gap   8.45 eV

```
! RIJCOSX wB97M-V def2-TZVPD def2/J DEFGRID3
* xyz 0 1
C -0.89054 -3.45580 0.69971
O -1.70139 -2.73219 -0.29143
C -0.92304 -1.60042 -0.89291
C 0.01842 -2.18753 -2.10337
C 1.38288 -1.26291 -2.38578
C 2.62053 -1.82782 -1.43655
C 4.00336 -0.89666 -1.57538
C 3.76115 0.65149 -1.10069
C 4.57058 1.11302 0.24438
C 4.84576 -0.07116 1.34250
S 5.39156 0.57148 3.04487
C 3.91647 1.05166 4.09546
N 4.01875 1.21607 5.62576
N 2.77179 1.61498 6.11882
C 1.87690 1.69032 4.87820
O 2.54934 1.31973 3.60726
C -2.09532 -0.54933 -1.45737
N -1.55082 0.41910 -2.49056
P -1.85384 2.11192 -2.01941
N -0.95350 2.34884 -0.48772
O -3.54892 2.39082 -1.65996
H -0.01883 -2.82266 1.16839
H -1.63349 -3.82152 1.54781
H -0.49428 -4.43870 0.17552
H -0.26465 -1.04333 -0.09022
H -0.62216 -2.35698 -3.06788
H 0.42980 -3.25244 -1.76305
H 1.60398 -1.41010 -3.54923
H 1.14195 -0.12870 -2.22611
H 2.89082 -2.89673 -1.87747
H 2.30510 -1.85901 -0.30988
H 4.22157 -0.87530 -2.74902
H 4.93820 -1.42123 -1.09411
H 4.12758 1.33778 -2.00624
H 2.60284 0.91343 -0.98288
H 5.56472 1.65122 -0.10348
H 3.91310 1.96691 0.75695
H 3.92001 -0.77282 1.49575
H 5.77237 -0.69616 0.93218
H 0.73942 2.00794 4.87370
H -2.55975 0.01563 -0.53726
H -2.95142 -1.24459 -1.91400
H -1.98114 0.20038 -3.42686
H -0.25054 3.11448 -0.68365
H -0.46722 1.45362 -0.25151
H -4.05906 2.17282 -2.50031
C 1.51763 2.85388 -7.58359
O 0.59507 3.06579 -6.51665
C 0.07042 4.31642 -6.47241
O 0.32201 5.22737 -7.24561
O -0.78251 4.37785 -5.41891
C -1.41354 5.64543 -5.24793
H 1.87377 1.82176 -7.52243
H 1.02604 2.99159 -8.55208
H 2.37963 3.52170 -7.48699
H -2.02238 5.89481 -6.12300
H -0.66871 6.42499 -5.05790
H -2.07263 5.58028 -4.37782
C -3.92890 -8.51148 4.19813
O -3.74338 -7.09946 4.11974
C -4.67533 -6.45453 3.37352
O -5.61525 -6.97516 2.79346
O -4.38026 -5.13018 3.38449
C -5.28395 -4.32141 2.63389
H -3.12812 -8.92363 4.81839
H -4.88741 -8.74927 4.67069
H -3.86260 -8.96536 3.20416
H -6.29668 -4.39158 3.04387
H -5.27186 -4.60771 1.57725
H -4.95257 -3.28228 2.71229
C -9.49888 0.38452 3.88172
O -8.46698 -0.33487 3.20937
C -7.38517 0.41601 2.88201
O -7.24229 1.60656 3.11256
O -6.49004 -0.38719 2.25374
C -5.29253 0.27306 1.84851
H -10.31345 -0.31321 4.09500
H -9.13282 0.78709 4.83174
H -9.88919 1.18504 3.24518
H -4.75821 0.67119 2.71720
H -5.51460 1.06921 1.13058
H -4.65015 -0.46318 1.35755
C -2.95853 1.89212 -7.11877
O -2.43467 1.26097 -8.28564
C -2.95396 1.72297 -9.45105
O -3.79735 2.59884 -9.56297
O -2.37239 1.04163 -10.47019
C -2.82587 1.42543 -11.76682
H -2.47356 1.44543 -6.24634
H -2.73463 2.96377 -7.12602
H -4.03678 1.72104 -7.03839
H -2.59668 2.47842 -11.96000
H -3.89893 1.23568 -11.87237
H -2.29504 0.81715 -12.50434
C -8.84058 -3.19444 9.72938
O -8.31673 -3.82559 8.56251
C -8.83602 -3.36359 7.39710
O -9.67941 -2.48772 7.28518
O -8.25445 -4.04493 6.37796
C -8.70793 -3.66113 5.08133
H -8.35562 -3.64113 10.60181
H -8.61669 -2.12279 9.72213
H -9.91884 -3.36552 9.80976
H -8.47874 -2.60814 4.88815
H -9.78098 -3.85088 4.97578
H -8.17709 -4.26941 4.34381
C 8.31634 -1.08798 3.28171
O 9.34823 -1.80737 2.60936
C 10.43005 -1.05649 2.28201
O 10.57293 0.13406 2.51256
O 11.32518 -1.85969 1.65373
C 12.52269 -1.19944 1.24850
H 7.50176 -1.78571 3.49499
H 8.68239 -0.68541 4.23174
H 7.92603 -0.28746 2.64517
H 13.05701 -0.80131 2.11719
H 12.30061 -0.40329 0.53057
H 13.16506 -1.93568 0.75755
C -8.36646 3.79417 2.11085
O -8.69978 4.89266 1.26433
C -8.63870 4.61378 -0.06224
O -8.33296 3.53960 -0.55585
O -8.97664 5.73702 -0.74432
C -8.95565 5.59077 -2.16289
H -8.44854 4.12996 3.14833
H -9.06574 2.96523 1.96097
H -7.33589 3.46978 1.93461
H -9.67850 4.83368 -2.48374
H -7.94856 5.33820 -2.51012
H -9.24177 6.54876 -2.60574
C 15.87383 2.12705 2.00109
O 16.06686 0.91228 1.27899
C 17.22577 0.85936 0.57512
O 18.07247 1.73749 0.52073
O 17.27932 -0.33972 -0.05769
C 18.45354 -0.53692 -0.84287
H 14.91710 2.05957 2.52640
H 16.66577 2.26428 2.74446
H 15.83127 2.98040 1.31673
H 19.34869 -0.50625 -0.21326
H 18.51418 0.20994 -1.64106
H 18.39039 -1.52706 -1.30263
*
```